1.
The following is a DFT calculation (ωB97M-V/def2-TZVPD) of a structure of composition C27H53MgN8O9 at a distorted geometry.

Calculated values
M = 658.07 u
net charge = +1
HOMO level = -0.342 hartree
E_tot = -64652.4574 eV

Element x y z (Å)
Mg 1.780 -1.524 1.477
O -0.123 1.283 -0.159
C 0.624 0.269 0.321
O 0.105 -0.752 0.728
O 1.869 0.196 0.354
H -1.016 1.010 0.062
C 3.136 -2.324 -2.286
C 2.802 -3.166 -1.105
O 2.314 -2.580 -0.140
N 3.071 -4.459 -1.152
C 2.777 -5.378 -0.121
H 3.879 -2.781 -2.940
H 3.347 -1.322 -1.912
H 2.231 -2.324 -2.894
H 3.741 -4.795 -1.829
H 3.451 -6.234 -0.145
H 1.751 -5.744 -0.073
H 2.955 -4.915 0.849
C -3.599 -1.244 1.403
C -3.846 -0.792 -0.042
O -3.023 -0.070 -0.599
N -5.014 -1.166 -0.558
C -5.474 -0.757 -1.824
H -2.957 -2.125 1.384
H -4.565 -1.442 1.867
H -3.142 -0.515 2.072
H -5.584 -1.708 0.075
H -6.449 -0.271 -1.792
H -5.606 -1.646 -2.441
H -4.695 -0.277 -2.416
C 2.250 -0.371 5.439
C 1.217 -0.392 4.304
O 1.507 -0.567 3.155
N -0.064 -0.222 4.635
C -1.208 -0.106 3.714
H 3.201 -0.074 4.997
H 2.420 -1.340 5.907
H 1.936 0.299 6.240
H -0.191 0.114 5.580
H -1.497 -1.087 3.335
H -0.931 0.558 2.895
H -2.098 0.277 4.214
C -0.577 3.577 -4.609
C -1.834 4.378 -4.316
O -1.968 5.461 -4.910
N -2.618 3.987 -3.304
C -2.457 2.729 -2.556
H -0.803 2.744 -5.275
H -0.073 3.123 -3.756
H 0.177 4.245 -5.026
H -3.341 4.622 -2.997
H -2.100 1.816 -3.033
H -3.428 2.341 -2.248
H -1.852 2.832 -1.655
C -0.144 -3.919 4.243
C 0.077 -3.823 2.725
O 0.981 -3.073 2.296
N -0.731 -4.462 1.895
C -0.878 -4.247 0.447
H 0.393 -4.733 4.730
H -1.202 -4.146 4.372
H 0.006 -3.015 4.833
H -1.433 -5.068 2.295
H -1.919 -4.368 0.147
H -0.460 -4.994 -0.228
H -0.506 -3.258 0.177
C 0.974 3.450 4.732
C -0.307 3.477 3.866
O -1.439 3.248 4.296
N -0.070 3.841 2.581
C -1.084 3.843 1.514
H 1.814 3.106 4.130
H 0.973 2.869 5.654
H 1.284 4.440 5.068
H 0.810 4.222 2.265
H -1.771 3.007 1.645
H -0.515 3.767 0.587
H -1.653 4.772 1.476
N 3.411 1.910 -1.549
C 4.750 2.072 -1.692
C 5.024 3.213 -2.542
C 3.753 3.668 -2.941
C 2.764 2.815 -2.343
H 2.978 1.183 -0.997
H 5.401 1.388 -1.168
H 5.951 3.676 -2.848
H 3.582 4.478 -3.634
H 1.694 2.770 -2.479
N -0.214 -0.046 -2.913
C 0.625 0.288 -3.947
C 0.293 -0.412 -5.061
C -0.923 -1.028 -4.840
C -1.277 -0.713 -3.478
H -0.164 0.335 -1.979
H 1.484 0.923 -3.788
H 0.875 -0.370 -5.970
H -1.432 -1.644 -5.566
H -2.183 -0.831 -2.902



2.
The following is a DFT calculation (ωB97M-V/def2-TZVPD) of a cluster of 4 separate species, C27H53N2O4 in total.

Calculated values
M = 469.73 u
2S+1 = 2
HOMO level (spin up / spin down) = -0.295 / -0.345 hartree
E_tot = -40026.7260 eV

Element x y z (Å)
C -3.441 0.337 -1.296
C -3.156 -1.006 -0.624
C -2.082 -1.876 -1.311
C -1.040 -1.144 -2.159
C 0.335 -1.816 -2.128
C 1.450 -0.993 -2.801
C 2.569 -0.490 -1.890
C 2.258 0.703 -0.952
C 1.237 0.235 0.089
C 1.538 -0.815 0.956
C 0.619 -1.245 1.887
C -0.621 -0.616 1.938
N -0.939 0.394 1.139
C -0.032 0.784 0.246
C 3.587 1.076 -0.263
C 3.651 2.448 0.410
C 5.071 2.705 0.907
C 2.738 2.549 1.639
N 3.347 3.447 -0.658
O 4.371 3.792 -1.342
C 2.071 3.358 -1.434
C 0.922 4.060 -0.679
C 2.243 4.156 -2.722
C 1.801 1.878 -1.846
H -2.671 1.073 -1.056
H -3.490 0.243 -2.382
H -4.386 0.749 -0.937
H -4.088 -1.577 -0.598
H -2.888 -0.826 0.420
H -1.544 -2.445 -0.547
H -2.585 -2.598 -1.956
H -1.358 -1.116 -3.205
H -0.920 -0.106 -1.837
H 0.592 -2.048 -1.093
H 0.246 -2.766 -2.662
H 0.998 -0.157 -3.343
H 1.927 -1.611 -3.566
H 2.950 -1.332 -1.302
H 3.402 -0.163 -2.522
H 2.506 -1.301 0.897
H 0.840 -2.056 2.570
H -1.364 -0.931 2.662
H -0.354 1.598 -0.386
H 4.367 1.074 -1.032
H 3.858 0.311 0.468
H 5.213 3.764 1.121
H 5.234 2.135 1.823
H 5.815 2.408 0.170
H 1.690 2.410 1.432
H 2.887 3.509 2.137
H 3.034 1.762 2.337
H 0.954 3.943 0.392
H 0.976 5.134 -0.871
H -0.042 3.720 -1.055
H 1.266 4.227 -3.207
H 2.592 5.163 -2.502
H 2.936 3.679 -3.412
H 0.737 1.793 -2.082
H 2.316 1.736 -2.799
C -1.855 2.185 4.805
C -0.694 1.570 5.559
O -0.266 0.346 4.963
H -2.684 1.479 4.738
H -2.221 3.085 5.301
H -1.568 2.447 3.784
H -0.988 1.304 6.574
H 0.139 2.278 5.628
H 0.001 0.539 4.058
C -2.607 -3.380 5.065
C -3.407 -2.548 4.080
O -3.835 -1.310 4.634
H -3.194 -3.573 5.963
H -2.318 -4.336 4.624
H -1.696 -2.854 5.361
H -4.319 -3.067 3.789
H -2.821 -2.375 3.169
H -3.049 -0.819 4.898
C -2.225 -5.347 -5.708
C -2.874 -4.599 -4.559
O -2.340 -3.289 -4.389
H -1.148 -5.415 -5.556
H -2.630 -6.357 -5.794
H -2.402 -4.832 -6.655
H -2.687 -5.110 -3.615
H -3.959 -4.549 -4.702
H -2.498 -2.795 -5.199



3.
The following is a DFT calculation (ωB97M-V/def2-TZVPD) of the ion C27H53N4O3 with charge +1 at a distorted geometry.

Calculated values
M = 481.75 u
energy relative to the best compared isomer or geometry (same formula, charge and spin) = 5.429 eV
net charge = +1
HOMO level = -0.449 hartree
E_tot = -40948.7499 eV
structure (SMILES) = CCCCCCCCCCCCCCCCCCCCn1nnc(COC)[n+]1CCOC(C)=O

Element x y z (Å)
C 8.438 -0.672 1.689
C 7.843 -0.954 0.220
C 6.330 -0.425 0.161
C 6.090 0.718 -0.926
C 4.556 1.138 -1.134
C 3.648 1.028 0.177
C 3.011 -0.418 0.384
C 1.677 -0.405 1.302
C 1.690 -1.765 2.139
C 0.256 -2.249 2.635
C -0.759 -2.607 1.459
C -0.388 -3.928 0.649
C -1.585 -4.535 -0.211
C -2.445 -3.453 -1.003
C -1.831 -3.032 -2.417
C -0.641 -1.951 -2.309
C -1.094 -0.480 -2.781
C 0.023 0.636 -2.442
C -0.590 2.095 -2.208
C -0.815 2.437 -0.641
N -2.033 1.710 -0.195
N -1.800 0.474 0.221
N -2.960 -0.092 0.569
C -3.974 0.886 0.334
C -5.538 0.702 0.544
O -6.138 -0.070 -0.526
C -5.903 0.577 -1.799
N -3.326 2.064 -0.158
C -3.836 3.384 -0.608
C -4.544 4.247 0.528
O -3.758 4.435 1.714
C -3.911 3.377 2.630
C -2.661 3.048 3.584
O -4.930 2.701 2.801
H 8.870 0.376 1.732
H 7.635 -0.807 2.486
H 9.257 -1.426 1.948
H 7.802 -2.091 0.116
H 8.510 -0.504 -0.590
H 5.671 -1.308 -0.104
H 5.988 -0.035 1.181
H 6.782 1.610 -0.735
H 6.444 0.284 -1.929
H 4.101 0.547 -1.997
H 4.563 2.227 -1.474
H 2.807 1.804 0.059
H 4.242 1.377 1.091
H 3.774 -1.023 0.985
H 2.812 -0.931 -0.618
H 1.689 0.533 1.949
H 0.807 -0.304 0.580
H 2.321 -1.568 3.075
H 2.189 -2.575 1.500
H 0.356 -3.128 3.366
H -0.186 -1.394 3.257
H -0.700 -1.741 0.713
H -1.833 -2.590 1.850
H 0.537 -3.711 0.011
H -0.095 -4.727 1.421
H -2.282 -5.093 0.508
H -1.167 -5.270 -0.970
H -3.460 -3.935 -1.230
H -2.659 -2.500 -0.427
H -2.679 -2.495 -2.979
H -1.562 -3.921 -3.082
H 0.143 -2.275 -3.082
H -0.111 -1.955 -1.307
H -2.127 -0.217 -2.380
H -1.199 -0.547 -3.920
H 0.654 0.288 -1.554
H 0.736 0.625 -3.339
H 0.135 2.830 -2.700
H -1.567 2.165 -2.792
H -0.908 3.569 -0.562
H 0.136 2.085 -0.115
H -6.041 1.707 0.693
H -5.653 0.042 1.471
H -4.904 0.316 -2.272
H -6.720 0.209 -2.501
H -6.075 1.691 -1.652
H -2.993 4.005 -1.048
H -4.607 3.175 -1.429
H -5.579 3.824 0.697
H -4.704 5.290 0.081
H -1.982 3.940 3.739
H -3.137 2.837 4.604
H -2.130 2.094 3.287



- What is the formula in the second record?
  C27H53N2O4